a) 18
Properties=species:S:1:pos:R:3:nbo_charge:R:1 method="wB97M-V/def2-TZVPD" homo_lumo_gap_ev="7.6319 / 7.6325" homo_energy_ev="-7.203 / -7.203"
C 0.27 1.28 0.13 -0.2651
C 1.52 1.79 0.27 0.4365
C 1.55 -0.61 -0.65 0.1922
C -1.81 -1.10 0.51 -0.6128
C -0.94 -0.61 -0.64 -0.2066
N 0.38 -0.09 -0.32 -0.3972
N 2.49 0.89 0.32 -0.1936
O 1.62 3.12 0.47 -0.6627
O 3.78 1.30 -0.03 -0.5823
S 2.30 -1.98 -0.92 -0.0310
H -0.61 1.98 0.14 0.2418
H -2.19 -0.24 1.05 0.2092
H -2.57 -1.68 0.08 0.2197
H -1.38 -1.76 1.23 0.2260
H -0.62 -1.58 -1.12 0.2114
H -1.38 -0.01 -1.39 0.2138
H 2.56 3.43 0.53 0.5010
H 4.42 0.48 -0.08 0.4996

=====

b) 18
Properties=species:S:1:pos:R:3:nbo_charge:R:1 method="wB97M-V/def2-TZVPD" homo_lumo_gap_ev=6.9355 homo_energy_ev=-7.979
C -1.32 -0.14 0.33 -0.0053
C -0.95 0.85 -0.52 0.0344
C 0.93 -0.46 0.78 0.1288
C -0.63 -1.71 2.06 -0.4134
C 1.12 2.09 -1.03 -0.4631
N -0.36 -0.75 1.03 -0.4528
N 0.22 1.36 -0.32 -0.3499
O -0.23 -0.97 -1.89 -0.9221
O 2.16 -0.53 -1.85 -0.9381
S 1.01 -1.18 -1.19 1.5750
H -2.31 -0.48 0.56 0.2168
H -1.63 1.19 -1.26 0.2207
H -0.05 -2.57 1.95 0.2271
H -0.53 -1.39 3.09 0.2305
H -1.64 -2.13 2.08 0.2231
H 1.98 2.36 -0.38 0.2221
H 1.59 1.52 -1.82 0.2562
H 0.65 2.92 -1.62 0.2100

=====

Pick a): it beats the second-best structure by 0.0536 hartree.

=====

a) 96
Properties=species:S:1:pos:R:3:lowdin_charge:R:1 method="wB97M-V/def2-TZVPD" homo_lumo_gap_ev=8.1037 homo_energy_ev=-7.481
C -1.09 -4.87 -0.32 -0.1136
O -1.25 -3.60 0.23 -0.2492
C -2.47 -3.33 1.06 -0.1336
C -2.69 -1.82 1.03 -0.1913
N -3.48 -1.65 -0.20 -0.0043
C -3.27 -0.35 -0.84 -0.1652
C -4.09 -0.13 -2.19 -0.1480
O -3.99 -1.12 -3.19 -0.1766
C -4.50 -0.81 -4.39 -0.1694
H -1.95 -5.06 -0.97 0.0898
H -1.00 -5.64 0.45 0.0897
H -0.20 -4.78 -0.94 0.0844
H -2.30 -3.56 2.11 0.1166
H -3.35 -3.79 0.61 0.1217
H -1.70 -1.37 1.04 0.0864
H -3.17 -1.44 1.93 0.1246
H -3.08 -2.26 -0.90 0.0916
H -2.21 -0.31 -1.10 0.0602
H -3.58 0.42 -0.12 0.0772
H -3.76 0.79 -2.66 0.0962
H -5.14 0.00 -1.95 0.1212
H -5.45 -1.32 -4.55 0.0947
H -3.84 -1.03 -5.22 0.0921
H -4.62 0.26 -4.60 0.0745
C 3.06 -0.67 -0.98 -0.1253
O 1.74 -0.73 -1.10 -0.3246
C 1.13 -2.00 -1.51 -0.1039
C -0.37 -1.73 -1.70 -0.2055
N -0.68 -1.01 -2.92 0.0073
C -0.53 0.42 -2.76 -0.1915
C -1.01 1.11 -4.07 -0.1724
O -2.41 1.35 -4.05 -0.2279
C -2.80 2.08 -5.19 -0.1069
H 3.45 -1.55 -0.46 0.1171
H 3.20 0.31 -0.51 0.1153
H 3.44 -0.55 -1.99 0.1061
H 1.31 -2.66 -0.67 0.1123
H 1.62 -2.38 -2.41 0.1468
H -0.94 -1.32 -0.87 0.0425
H -0.91 -2.67 -1.83 0.1263
H -1.67 -1.19 -3.03 0.0923
H 0.55 0.47 -2.64 0.1251
H -1.00 0.84 -1.87 0.0701
H -0.80 0.43 -4.90 0.1268
H -0.34 1.96 -4.15 0.1204
H -2.90 1.30 -5.95 0.0892
H -1.96 2.66 -5.57 0.0807
H -3.62 2.79 -5.07 0.0984
C 3.67 5.86 1.33 -0.0928
O 3.27 4.54 1.75 -0.2078
C 2.30 4.03 0.80 -0.1854
C 1.61 2.72 1.45 -0.1571
N 2.69 1.86 1.96 -0.0328
C 2.16 0.69 2.67 -0.1853
C 3.26 -0.08 3.42 -0.3081
O 4.39 0.59 3.87 -0.1638
C 5.41 0.85 2.90 -0.1056
H 4.60 6.24 1.74 0.0829
H 2.92 6.55 1.72 0.0809
H 3.66 5.81 0.24 0.0791
H 2.66 3.72 -0.18 0.1105
H 1.51 4.77 0.68 0.1054
H 0.96 2.15 0.79 0.0697
H 1.13 3.02 2.38 0.1130
H 3.15 2.46 2.64 0.0905
H 1.68 0.04 1.94 0.0167
H 1.59 0.96 3.56 0.1426
H 3.72 -0.89 2.85 0.1405
H 2.77 -0.63 4.22 0.0355
H 5.87 -0.10 2.63 0.0750
H 6.14 1.45 3.45 0.0786
H 5.17 1.42 2.00 0.0695
C -3.34 1.48 1.78 -0.0766
O -2.23 0.74 1.30 -0.2867
C -1.41 1.41 0.34 -0.1343
C -0.27 0.38 -0.10 -0.2151
N 0.36 -0.03 1.15 -0.0083
C 1.32 -1.15 0.96 -0.2133
C 1.43 -2.07 2.18 -0.0935
O 1.92 -1.27 3.26 -0.3652
C 2.23 -2.06 4.38 -0.0939
H -3.85 1.05 2.64 0.0966
H -3.99 1.51 0.90 0.0836
H -3.01 2.44 2.16 0.0945
H -1.08 2.34 0.82 0.1181
H -1.90 1.58 -0.61 0.1040
H 0.34 0.87 -0.86 0.1076
H -0.66 -0.52 -0.57 -0.0145
H -0.38 -0.34 1.76 0.1131
H 2.33 -0.76 0.83 0.0969
H 1.05 -1.78 0.11 0.0532
H 1.97 -3.02 2.13 0.1324
H 0.42 -2.40 2.42 0.1210
H 2.65 -1.46 5.18 0.1188
H 2.98 -2.77 4.03 0.1122
H 1.46 -2.70 4.82 0.1093

=====

b) 96
Properties=species:S:1:pos:R:3:lowdin_charge:R:1 method="wB97M-V/def2-TZVPD" homo_lumo_gap_ev=9.0715 smiles=COCCNCCOC.COCCNCCOC.COCCNCCOC.COCCNCCOC homo_energy_ev=-8.375
C -4.67 0.18 1.25 -0.1150
O -3.74 -0.17 0.26 -0.1836
C -2.58 0.62 0.21 -0.2216
C -1.51 -0.08 -0.68 -0.1695
N -0.24 -0.35 0.02 -0.0670
C -0.43 -1.22 1.19 -0.1890
C 0.71 -0.96 2.15 -0.1830
O 0.66 0.42 2.53 -0.1992
C 0.47 0.67 3.89 -0.1246
H -4.92 1.25 1.23 0.0901
H -4.30 0.00 2.26 0.0699
H -5.57 -0.42 1.10 0.0939
H -2.25 0.74 1.24 0.1098
H -2.67 1.61 -0.25 0.1136
H -1.34 0.59 -1.52 0.1021
H -1.82 -1.07 -1.01 0.1182
H 0.15 0.54 0.32 0.0890
H -0.31 -2.22 0.78 0.1254
H -1.40 -1.09 1.68 0.0991
H 1.67 -1.05 1.63 0.1285
H 0.73 -1.53 3.08 0.1026
H -0.38 0.24 4.42 0.0866
H 0.31 1.75 4.01 0.0851
H 1.39 0.62 4.49 0.0770
C -1.14 10.44 -4.25 -0.0953
O -0.37 9.24 -4.19 -0.1818
C -0.93 8.16 -4.91 -0.2571
C -0.20 6.84 -4.67 -0.2164
N -0.53 6.30 -3.37 -0.0678
C -0.13 4.91 -3.27 -0.2013
C -0.30 4.39 -1.83 -0.2325
O 0.83 4.53 -1.02 -0.1919
C 0.75 4.26 0.34 -0.1192
H -0.47 11.24 -3.95 0.0852
H -1.96 10.30 -3.54 0.0864
H -1.59 10.63 -5.22 0.0839
H -1.01 8.25 -6.00 0.1176
H -1.94 7.92 -4.59 0.1200
H 0.88 6.95 -4.79 0.1217
H -0.51 6.16 -5.47 0.1185
H -0.41 6.81 -2.51 0.1193
H 0.97 4.86 -3.29 0.1233
H -0.61 4.19 -3.91 0.1181
H -0.74 3.38 -1.85 0.1077
H -1.08 4.93 -1.26 0.1165
H 0.56 3.19 0.52 0.0803
H -0.24 4.63 0.69 0.0829
H 1.48 4.75 0.96 0.0913
C 2.02 -5.86 -3.44 -0.1006
O 3.00 -5.37 -2.55 -0.1807
C 4.33 -5.58 -2.93 -0.2470
C 4.76 -4.89 -4.22 -0.2182
N 4.27 -3.54 -4.46 -0.0637
C 4.62 -2.53 -3.48 -0.2046
C 3.65 -1.35 -3.66 -0.2299
O 2.28 -1.67 -3.71 -0.1816
C 1.68 -1.75 -2.44 -0.1206
H 1.09 -5.41 -3.10 0.0916
H 1.97 -6.95 -3.56 0.0887
H 2.14 -5.54 -4.48 0.0803
H 4.59 -6.64 -2.97 0.1211
H 4.99 -5.19 -2.15 0.1153
H 4.41 -5.42 -5.11 0.1072
H 5.84 -4.87 -4.36 0.1174
H 3.25 -3.54 -4.47 0.0882
H 5.63 -2.14 -3.57 0.1206
H 4.39 -2.93 -2.48 0.1042
H 3.87 -0.80 -4.59 0.1205
H 3.95 -0.63 -2.89 0.1195
H 1.57 -0.84 -1.85 0.0696
H 2.25 -2.46 -1.82 0.0840
H 0.67 -2.14 -2.57 0.0867
C -5.85 -2.20 4.55 -0.1108
O -5.10 -2.79 3.50 -0.1624
C -3.73 -2.50 3.64 -0.2593
C -3.01 -3.43 4.61 -0.2148
N -1.60 -3.07 4.66 -0.0578
C -0.84 -3.76 5.67 -0.2169
C 0.63 -3.60 5.40 -0.2179
O 1.10 -2.29 5.79 -0.1901
C 2.45 -2.12 5.54 -0.1546
H -6.87 -2.57 4.60 0.0883
H -6.01 -1.12 4.45 0.0827
H -5.33 -2.27 5.50 0.0784
H -3.57 -1.47 3.99 0.1133
H -3.21 -2.53 2.68 0.1228
H -3.12 -4.45 4.22 0.1265
H -3.52 -3.45 5.57 0.1121
H -1.48 -2.08 4.53 0.0971
H -1.07 -4.83 5.55 0.1258
H -1.02 -3.50 6.72 0.1248
H 0.88 -3.99 4.41 0.1246
H 1.22 -4.22 6.10 0.1203
H 2.80 -2.47 4.56 0.0880
H 3.18 -2.57 6.23 0.0887
H 2.62 -1.04 5.51 0.0754

=====

Pick b): it beats the second-best structure by 0.5200 hartree.

=====

a) 98
Properties=species:S:1:pos:R:3:lowdin_charge:R:1 method="wB97M-V/def2-TZVPD" homo_lumo_gap_ev="6.7069 / 6.7063" homo_energy_ev="-6.526 / -6.526"
Cu 11.97 15.31 11.21 0.3217
C 12.49 21.55 11.42 -0.0938
N 12.90 20.20 11.03 -0.3017
C 13.74 20.15 9.84 -0.0944
P 12.03 18.89 11.44 0.5236
O 12.62 17.64 10.86 -0.2948
O 10.51 19.18 10.85 -0.2852
P 9.61 17.82 10.66 0.4981
O 10.02 16.78 11.66 -0.2704
N 8.07 18.37 10.75 -0.3082
C 7.67 19.72 11.14 -0.1078
C 7.08 17.34 11.09 -0.0937
N 9.79 17.40 9.07 -0.2752
C 10.82 16.46 8.66 -0.0976
C 9.60 18.50 8.12 -0.1011
N 11.83 18.94 13.09 -0.2784
C 10.54 19.35 13.65 -0.1140
C 12.42 17.81 13.83 -0.0993
H 13.38 22.18 11.54 0.0876
H 11.98 21.52 12.39 0.0730
H 11.83 22.02 10.67 0.0900
H 14.63 20.76 10.00 0.0872
H 13.22 20.53 8.95 0.0862
H 14.04 19.11 9.65 0.0704
H 8.42 20.46 10.82 0.0781
H 7.52 19.81 12.24 0.0869
H 6.72 19.98 10.65 0.0879
H 7.44 16.35 10.77 0.0874
H 6.13 17.56 10.58 0.0881
H 6.92 17.29 12.18 0.0919
H 10.98 15.71 9.45 0.0475
H 11.78 16.95 8.43 0.0816
H 10.47 15.92 7.77 0.0986
H 8.76 19.13 8.42 0.0774
H 9.37 18.09 7.13 0.0898
H 10.50 19.13 8.03 0.0841
H 10.14 20.22 13.13 0.0684
H 10.69 19.64 14.70 0.0912
H 9.79 18.53 13.63 0.0857
H 13.39 17.54 13.41 0.0759
H 11.77 16.92 13.81 0.0884
H 12.55 18.13 14.87 0.0875
Br 14.66 10.60 5.63 0.7210
C 13.56 9.76 6.90 -0.7179
C 12.24 10.20 7.08 -0.1197
C 11.45 9.66 8.09 -0.0254
C 11.99 8.68 8.93 -0.3275
C 13.28 8.16 8.69 -0.0487
C 14.06 8.71 7.70 -0.1330
N 11.24 8.07 9.94 0.0508
N 10.54 8.70 10.81 0.0680
C 10.65 10.05 11.08 -0.2761
C 9.47 10.66 11.55 -0.0168
C 9.36 12.03 11.64 -0.0112
C 10.44 12.89 11.30 -0.3282
O 10.35 14.18 11.39 -0.1113
C 11.65 12.26 10.85 -0.1442
N 12.63 13.09 10.44 0.1176
C 13.81 12.55 10.12 -0.1284
C 14.12 11.22 10.38 -0.0579
C 13.12 10.37 10.80 -0.0186
C 11.80 10.85 10.87 -0.1119
H 11.85 10.99 6.44 0.1004
H 10.44 10.02 8.25 0.1260
H 13.66 7.35 9.32 0.1192
H 15.08 8.36 7.51 0.1017
H 8.64 10.00 11.77 0.1104
H 8.44 12.49 11.98 0.1071
H 14.55 13.20 9.66 0.0978
H 15.15 10.87 10.28 0.1173
H 13.34 9.33 11.06 0.1238
C 17.50 12.97 16.18 -0.0758
C 17.43 12.16 14.90 -0.2078
N 16.51 12.73 13.91 -0.0618
C 15.27 12.02 13.68 -0.2194
C 14.29 12.21 14.83 -0.0713
C 16.95 13.82 13.22 -0.3855
O 18.09 14.30 13.46 0.0335
C 16.11 14.44 12.16 -0.1035
C 16.76 14.83 10.99 0.0098
C 16.01 15.44 10.00 -0.0427
C 14.66 15.70 10.21 -0.1251
N 14.04 15.38 11.36 0.0146
C 14.77 14.78 12.33 -0.0534
H 18.15 12.45 16.89 0.0778
H 16.51 13.09 16.65 0.0707
H 17.93 13.96 15.97 0.0742
H 17.06 11.14 15.10 0.1209
H 18.42 12.09 14.43 0.1249
H 15.52 10.95 13.56 0.1294
H 14.84 12.34 12.73 0.0835
H 14.58 11.65 15.73 0.0783
H 13.29 11.86 14.53 0.0813
H 14.21 13.27 15.12 0.0741
H 17.82 14.64 10.89 0.1293
H 16.45 15.73 9.05 0.1123
H 14.06 16.15 9.43 0.1084
H 14.24 14.57 13.26 0.1207

=====

b) 98
Properties=species:S:1:pos:R:3:lowdin_charge:R:1 method="wB97M-V/def2-TZVPD" homo_lumo_gap_ev=5.9443 homo_energy_ev=-6.485
Cu -3.44 2.46 -0.21 0.4769
C 5.56 -5.21 -1.12 -0.1087
N 5.99 -3.86 -0.76 -0.3068
C 7.41 -3.64 -0.68 -0.1395
P 5.03 -2.45 -0.61 0.5697
O 5.79 -1.30 -0.02 -0.2903
O 3.69 -3.00 0.21 -0.3363
P 2.35 -2.02 0.62 0.5488
O 1.67 -1.41 -0.54 -0.2768
N 1.45 -3.19 1.41 -0.3179
C 2.06 -4.52 1.65 -0.0895
C 0.01 -3.22 1.50 -0.1041
N 3.05 -0.94 1.65 -0.3054
C 2.32 0.29 1.86 -0.1124
C 4.10 -1.15 2.56 -0.1271
N 4.48 -2.09 -2.15 -0.2959
C 3.33 -2.79 -2.71 -0.1228
C 4.52 -0.67 -2.55 -0.1120
H 4.51 -5.46 -0.73 0.0948
H 6.23 -5.92 -0.63 0.0809
H 5.57 -5.38 -2.17 0.0653
H 7.85 -4.41 -1.34 0.0854
H 7.87 -3.71 0.32 0.0860
H 7.74 -2.66 -1.07 0.0800
H 1.45 -4.96 2.46 0.0954
H 3.12 -4.36 1.88 0.0672
H 1.99 -5.03 0.69 0.0808
H -0.32 -3.19 2.50 0.0659
H -0.32 -4.08 0.88 0.0981
H -0.39 -2.28 1.05 0.0870
H 2.25 0.55 2.93 0.0894
H 1.32 0.11 1.49 0.0708
H 2.79 1.19 1.51 0.0692
H 4.31 -2.24 2.76 0.1032
H 3.96 -0.65 3.50 0.0723
H 5.02 -0.72 2.16 0.0730
H 3.42 -3.82 -2.39 0.0520
H 3.44 -2.74 -3.82 0.0960
H 2.30 -2.49 -2.32 0.0822
H 5.42 -0.27 -2.08 0.0621
H 3.65 -0.03 -2.24 0.0918
H 4.63 -0.57 -3.63 0.0765
Br -6.75 -4.18 6.90 0.6045
C -7.18 -4.13 4.95 -0.6368
C -8.34 -3.53 4.49 -0.1296
C -8.40 -2.99 3.20 -0.0323
C -7.37 -3.34 2.30 -0.2590
C -6.38 -4.32 2.72 -0.0165
C -6.21 -4.57 4.09 -0.1640
N -7.09 -2.68 1.09 0.0415
N -7.73 -1.58 1.16 0.0379
C -7.38 -0.51 0.39 -0.2583
C -8.06 0.69 0.75 -0.0075
C -7.50 1.93 0.61 -0.0058
C -6.09 1.96 0.30 -0.3407
O -5.37 2.99 0.49 -0.0730
C -5.48 0.76 -0.25 -0.1331
N -4.31 0.94 -0.87 0.0063
C -4.00 0.08 -1.85 -0.1120
C -4.61 -1.14 -1.98 -0.0379
C -5.68 -1.49 -1.14 0.0256
C -6.23 -0.45 -0.42 -0.1073
H -9.13 -3.34 5.23 0.1041
H -9.18 -2.31 2.90 0.0998
H -5.56 -4.51 2.01 0.1014
H -5.36 -5.19 4.41 0.1029
H -9.11 0.64 1.04 0.1170
H -8.01 2.82 0.95 0.1112
H -3.19 0.35 -2.52 0.1144
H -4.41 -1.75 -2.82 0.0983
H -6.14 -2.46 -1.10 0.1060
C 3.65 6.51 -3.99 -0.0719
C 2.18 6.15 -3.72 -0.1916
N 1.80 5.85 -2.31 -0.0533
C 2.39 6.65 -1.28 -0.2071
C 3.77 6.05 -0.76 -0.0828
C 0.55 5.25 -2.22 -0.3938
O -0.23 5.09 -3.14 0.0634
C 0.11 4.60 -0.94 -0.0588
C 0.91 4.16 0.17 0.0112
C 0.31 3.44 1.17 -0.0587
C -1.03 3.07 1.07 -0.0917
N -1.82 3.45 0.03 -0.0242
C -1.24 4.16 -0.96 -0.0205
H 3.78 6.89 -4.97 0.0656
H 4.33 5.66 -3.76 0.0905
H 3.87 7.35 -3.31 0.0615
H 1.86 5.32 -4.38 0.1285
H 1.51 6.93 -4.08 0.1159
H 1.78 6.72 -0.38 0.1103
H 2.64 7.68 -1.57 0.1157
H 3.96 5.05 -1.13 0.0750
H 3.76 6.01 0.34 0.0681
H 4.59 6.68 -1.02 0.0506
H 1.99 4.45 0.21 0.1111
H 0.91 3.16 2.05 0.1148
H -1.42 2.32 1.75 0.1197
H -1.85 4.52 -1.76 0.1199

=====

Pick a): it beats the second-best structure by 0.1250 hartree.